No. 1
{
  "formula": "C5H11NO",
  "method": "the ωB97M-V functional and the def2-TZVPD basis",
  "e_above_lowest_ev": 4.739,
  "e_homo_ev": -8.3,
  "total_energy_ha": -326.95720,
  "e_lumo_ev": -0.01,
  "total_charge": 0,
  "species": ["C", "C", "C", "C", "N", "C", "O", "H", "H", "H", "H", "H", "H", "H", "H", "H", "H", "H"],
  "xyz": [[-0.78631, -0.85147, 0.07310], [-0.58722, 0.52560, 0.41386], [1.66951, 0.63697, 0.08314], [-1.03892, 1.60101, -0.50202], [-0.81084, -1.78223, 1.17535], [0.74005, -0.86218, -0.59358], [1.43206, -1.84928, -0.29402], [-1.50794, -1.03087, -0.72664], [-0.35980, 0.75256, 1.44626], [-1.68129, -2.29554, 1.20482], [-0.04052, -2.43941, 1.04329], [0.62360, -0.46891, -1.61127], [-2.13276, 1.66182, -0.44067], [2.51982, 0.37200, -0.54365], [1.91272, 0.39442, 1.11411], [1.47209, 1.70182, -0.04362], [-0.62360, 2.57677, -0.25635], [-0.80065, 1.35694, -1.54213]],
  "nbo_charge": [-0.214, 0.150, -0.726, -0.687, -0.846, 0.318, -0.689, 0.195, 0.233, 0.364, 0.398, 0.153, 0.249, 0.234, 0.213, 0.192, 0.231, 0.233]
}



No. 2
{
  "formula": "C22H21IN7O2STi",
  "method": "the ωB97M-V functional and the def2-TZVPD basis",
  "e_above_lowest_ev": 1.259,
  "e_homo_ev": [-3.9, -4.7],
  "spin_multiplicity": 3,
  "total_energy_ha": -2930.09874,
  "e_lumo_ev": [2.31, 2.31],
  "total_charge": -1,
  "species": ["Ti", "C", "C", "N", "O", "C", "C", "N", "O", "H", "H", "H", "H", "H", "H", "H", "S", "C", "C", "C", "C", "C", "C", "H", "H", "H", "H", "H", "N", "C", "N", "C", "N", "I", "C", "C", "C", "C", "N", "C", "H", "H", "H", "H", "C", "C", "C", "N", "C", "C", "H", "H", "H", "H", "H"],
  "xyz": [[0.12647, 0.55374, -0.50037], [-0.70361, -2.76649, -3.19002], [-0.66601, -1.41679, -2.55670], [-0.70890, -1.24378, -1.22943], [-0.55412, -2.44312, -0.50291], [-0.52545, -0.21898, -3.28422], [-0.83546, -0.05935, -4.73831], [-0.14476, 0.80010, -2.51461], [-0.44940, 2.06139, -2.98373], [-1.34671, -3.44013, -2.62812], [0.30124, -3.19918, -3.20446], [-1.05419, -2.69539, -4.21904], [0.42030, -2.52750, -0.46382], [-0.00739, -0.42245, -5.35371], [-0.98836, 0.99490, -4.95478], [-1.73350, -0.61057, -5.01917], [2.29134, -0.90959, -0.68127], [2.90968, -1.67207, 0.78799], [2.10581, -2.19838, 1.80626], [2.66125, -2.80241, 2.92657], [4.03674, -2.90508, 3.06925], [4.85079, -2.38938, 2.06714], [4.29831, -1.78257, 0.95173], [1.02765, -2.13125, 1.72748], [2.00380, -3.19486, 3.69405], [4.46801, -3.37646, 3.94338], [5.92895, -2.45540, 2.15769], [4.93868, -1.37459, 0.17980], [1.36534, 2.25297, -0.02518], [0.99459, 3.03438, 0.77093], [0.65960, 3.95382, 1.59302], [0.00866, 3.64609, 2.70342], [-0.55328, 3.45791, 3.69923], [-5.67577, 0.99041, -1.68035], [-3.77523, 1.84981, -1.71245], [-3.52651, 3.03177, -2.47338], [-2.28639, 3.55146, -2.48773], [-1.17519, 2.82695, -1.83568], [-1.54924, 1.89485, -0.82774], [-2.79290, 1.37627, -0.89677], [-4.34129, 3.52170, -2.99224], [-2.06750, 4.47575, -3.00565], [-0.38683, 3.48476, -1.47797], [-3.00416, 0.54970, -0.22861], [-0.55451, -0.13346, 4.40330], [0.67687, 0.21105, 3.87785], [0.80060, 0.35488, 2.50974], [-0.22627, 0.17815, 1.66907], [-1.40961, -0.17061, 2.18245], [-1.61644, -0.33725, 3.53729], [-0.68836, -0.23653, 5.47201], [1.53579, 0.37886, 4.51121], [1.74734, 0.61528, 2.05264], [-2.21268, -0.32560, 1.47480], [-2.59778, -0.60774, 3.90012]],
  "lowdin_spin": [1.066, 0.023, 0.169, 0.184, 0.020, 0.146, 0.021, 0.206, 0.034, 0.003, 0.009, 0.001, 0.005, 0.009, 0.000, 0.003, 0.005, 0.005, 0.000, 0.000, 0.000, 0.000, 0.000, 0.000, 0.000, 0.000, 0.000, 0.000, 0.003, 0.006, 0.004, 0.001, 0.001, 0.000, 0.004, 0.010, 0.001, 0.014, 0.006, 0.006, 0.001, 0.000, 0.000, 0.000, 0.011, -0.002, 0.011, 0.004, 0.011, -0.002, 0.001, 0.000, 0.001, 0.001, 0.000]
}



No. 3
{
  "formula": "C3H6ClISi",
  "method": "the ωB97M-V functional and the def2-TZVPD basis",
  "e_homo_ev": [-8.5, -8.5],
  "total_energy_ha": -1165.22903,
  "e_lumo_ev": [-1.14, -1.14],
  "total_charge": 0,
  "smiles": "C[C@H](I)/C=[SiH]/Cl",
  "species": ["C", "C", "I", "C", "Si", "Cl", "H", "H", "H", "H", "H", "H"],
  "xyz": [[-0.02694, -0.24173, 1.24288], [0.55710, 0.33409, -0.00887], [1.28834, 2.49816, 0.59193], [-0.40533, 0.34077, -1.13017], [-0.07255, -0.06641, -2.83547], [-1.49868, 0.26189, -4.24662], [-0.14211, -1.27504, 1.04547], [-0.90342, 0.22106, 1.35688], [0.57302, 0.17600, 2.04102], [1.36923, -0.21555, -0.26523], [-1.30164, 1.11351, -1.00829], [0.56507, -1.37120, -3.15161]],
  "nbo_charge": [-0.644, -0.175, -0.090, -0.850, 1.168, -0.352, 0.222, 0.204, 0.232, 0.184, 0.253, -0.152]
}